# 1
Formula: C6H10
Source: the Open Molecules 2025 dataset
Level of theory: ωB97M-V/def2-TZVPD

```
16
Properties=species:S:1:pos:R:3:lowdin_spin:R:1
C 0.282 0.813 -0.797 0.653
C 1.530 0.371 -0.890 0.102
C -0.843 1.284 -0.031 0.171
C -1.387 0.085 0.970 0.768
C 2.518 -0.378 -0.018 0.039
C -2.272 -0.887 0.206 0.103
H 2.103 0.377 -1.826 0.036
H -0.434 2.135 0.595 0.011
H -1.767 1.541 -0.615 0.028
H -0.751 -0.392 1.697 0.045
H 3.316 -0.896 -0.495 0.001
H 1.950 -0.981 0.648 0.000
H 3.217 0.372 0.513 -0.002
H -1.743 -1.808 -0.008 0.023
H -2.578 -0.499 -0.768 0.000
H -3.142 -1.138 0.820 0.022
```

Properties
Spin multiplicity: 3
LUMO energy (spin up / spin down): 1.09 / -0.11 eV
Orbital gap (spin up / spin down): 8.24 / 8.84 eV
Max |F|: 3.27 eV/A

***

# 2
Formula: C30H42Cl4KN3O6SSeSi2
Source: the Open Molecules 2025 dataset
Level of theory: ωB97M-V/def2-TZVPD

```
90
Properties=species:S:1:pos:R:3:lowdin_charge:R:1
K -0.290 -1.427 -0.042 0.744
O -2.542 -4.196 -1.597 -0.333
Cl -2.301 -2.791 -1.794 0.660
O -3.168 -2.253 -2.805 -0.332
O -0.896 -2.583 -2.179 -0.446
O -2.518 -2.081 -0.526 -0.494
C 2.381 -1.018 -1.481 -0.331
Si 2.077 0.462 -2.591 0.723
C 0.233 0.774 -2.822 -0.243
N -0.550 1.129 -1.648 -0.203
C -0.166 2.457 -1.129 -0.202
C -1.355 3.205 -0.552 -0.215
C -2.392 3.491 -1.639 -0.194
C -2.577 2.264 -2.556 -0.170
C -1.999 1.019 -1.893 -0.197
C 3.015 1.993 -2.078 -0.244
C 2.947 3.147 -2.869 -0.124
C 3.613 4.308 -2.509 -0.102
C 4.364 4.337 -1.339 -0.103
C 4.445 3.206 -0.543 -0.073
C 3.778 2.042 -0.913 -0.072
C 2.672 -0.066 -4.302 -0.219
C 1.982 -1.055 -5.013 -0.083
C 2.418 -1.490 -6.257 -0.096
C 3.561 -0.941 -6.823 -0.113
C 4.265 0.037 -6.135 -0.102
C 3.822 0.466 -4.890 -0.090
H 3.339 -1.499 -1.717 0.039
H 1.605 -1.730 -1.809 0.066
H -0.145 -0.180 -3.210 0.075
H 0.119 1.504 -3.651 0.093
H 0.255 3.060 -1.952 0.110
H 0.617 2.343 -0.375 0.093
H -0.997 4.129 -0.093 0.112
H -1.767 2.624 0.274 0.054
H -2.069 4.351 -2.234 0.097
H -3.341 3.776 -1.179 0.099
H -2.073 2.424 -3.514 0.098
H -3.631 2.098 -2.795 0.103
H -2.169 0.130 -2.500 0.098
H -2.502 0.845 -0.938 0.120
H 2.356 3.141 -3.780 0.103
H 3.540 5.191 -3.133 0.092
H 4.875 5.246 -1.046 0.092
H 5.011 3.223 0.380 0.103
H 3.840 1.180 -0.262 0.041
H 1.092 -1.510 -4.589 0.101
H 1.866 -2.260 -6.781 0.097
H 3.904 -1.277 -7.794 0.091
H 5.162 0.467 -6.565 0.093
H 4.385 1.227 -4.363 0.095
C -1.968 -6.453 3.274 -0.121
C -1.924 -5.593 2.018 -0.293
C -2.236 -4.118 2.256 -0.353
S -0.787 -3.214 2.815 0.904
O -0.391 -3.799 4.141 -0.520
C -1.593 -1.619 3.079 -0.379
C -2.267 -1.470 4.444 -0.279
C -1.295 -0.989 5.514 -0.100
H -1.721 -7.491 3.042 0.063
H -2.970 -6.440 3.712 0.069
H -1.272 -6.084 4.026 0.056
H -2.644 -5.967 1.285 0.103
H -0.947 -5.677 1.533 0.108
H -3.030 -3.979 2.998 0.098
H -2.543 -3.639 1.324 0.064
H -2.313 -1.513 2.260 0.082
H -0.845 -0.833 2.951 -0.001
H -2.738 -2.411 4.746 0.094
H -3.069 -0.736 4.325 0.093
H -0.489 -1.709 5.653 0.065
H -1.808 -0.851 6.469 0.068
H -0.858 -0.034 5.215 0.054
Se -0.251 1.783 2.602 0.559
C -1.669 2.358 3.701 -0.740
C -1.486 3.140 4.856 -0.155
C -2.561 3.527 5.631 -0.206
N -3.840 3.214 5.386 0.006
C -4.023 2.466 4.293 -0.205
C -3.015 2.031 3.454 -0.156
H -0.485 3.440 5.141 0.080
H -2.380 4.131 6.517 0.084
H -5.051 2.191 4.065 0.086
H -3.264 1.428 2.588 0.085
O 1.886 -2.001 0.700 -0.433
N 2.202 -0.679 -0.070 -0.269
Cl 3.462 0.356 2.440 0.268
Si 3.295 -1.336 1.247 -0.814
Cl 5.114 -1.568 0.180 0.241
Cl 3.682 -2.803 2.741 0.181
```

Properties
LUMO energy: 3.84 eV
Orbital gap: 5.77 eV
Charge: -2
Max |F|: 1.53 eV/A

***

# 3
Formula: C11H38O11
Source: the Open Molecules 2025 dataset
Level of theory: ωB97M-V/def2-TZVPD

```
60
Properties=species:S:1:pos:R:3:lowdin_charge:R:1
C -1.724 3.026 -1.935 -0.120
O -1.914 1.707 -1.443 -0.152
H -2.604 3.413 -2.455 0.084
H -1.524 3.668 -1.076 0.086
H -0.868 3.106 -2.611 0.077
H -1.974 1.102 -2.201 0.057
C 2.258 2.351 -1.103 -0.098
O 2.075 1.061 -1.706 -0.131
H 1.537 3.052 -1.527 0.075
H 2.087 2.287 -0.031 0.066
H 3.264 2.733 -1.272 0.088
H 2.807 0.921 -2.313 0.091
C -1.054 -4.845 2.102 -0.156
O -2.217 -4.024 2.068 -0.126
H -0.223 -4.361 1.574 0.063
H -0.763 -5.045 3.133 0.079
H -1.245 -5.760 1.546 0.077
H -2.142 -3.380 2.776 0.067
C 4.137 -3.492 -1.024 -0.166
O 3.596 -3.132 0.235 -0.137
H 5.069 -4.030 -0.865 0.073
H 3.416 -4.110 -1.564 0.075
H 4.382 -2.599 -1.610 0.071
H 2.915 -2.460 0.095 0.019
C -3.860 2.520 1.444 -0.163
O -3.597 1.260 0.858 -0.124
H -3.840 3.319 0.699 0.076
H -4.821 2.522 1.961 0.074
H -3.116 2.789 2.207 0.060
H -3.194 1.443 -0.002 0.030
C 1.004 -1.177 0.946 -0.205
C -0.334 -0.459 1.061 -0.193
O -0.196 0.915 0.689 -0.094
O 1.382 -1.397 -0.415 -0.096
H 1.031 -2.130 1.474 0.116
H 1.764 -0.542 1.417 0.123
H -0.632 -0.492 2.111 0.116
H -1.106 -0.920 0.445 0.130
H -0.493 0.999 -0.228 0.058
H 1.626 -0.534 -0.789 0.045
C -0.760 -1.240 -2.834 -0.232
C -0.051 -1.588 -4.119 -0.244
O -0.798 -2.570 -4.818 -0.056
O -1.973 -0.533 -3.043 -0.065
H -0.066 -0.614 -2.275 0.093
H -0.954 -2.145 -2.251 0.134
H 0.966 -1.932 -3.918 0.122
H 0.007 -0.657 -4.704 0.125
H -0.284 -2.919 -5.550 0.087
H -2.533 -1.079 -3.606 0.106
C -0.147 3.054 3.706 -0.242
C 0.861 1.911 3.730 -0.246
O 1.654 1.903 2.561 -0.087
O 0.509 4.315 3.638 -0.068
H -0.708 3.041 4.642 0.121
H -0.801 2.903 2.840 0.100
H 0.294 0.976 3.847 0.113
H 1.514 2.029 4.595 0.123
H 1.083 1.650 1.817 0.027
H 1.277 4.190 3.068 0.075
```

Properties
LUMO energy: 0.18 eV
SMILES: OCCO.OCCO.OCCO.CO.CO.CO.CO.CO
Orbital gap: 9.88 eV
Max |F|: 0.73 eV/A

***

# 4
Formula: C5H6O
Source: the Open Molecules 2025 dataset
Level of theory: ωB97M-V/def2-TZVPD

```
12
Properties=species:S:1:pos:R:3:lowdin_charge:R:1
C 2.479 0.196 0.209 0.001
C 1.193 0.388 0.061 -0.047
C -0.082 0.441 -0.121 -0.184
C -1.457 0.862 0.211 -0.025
C -1.197 -0.425 -0.543 -0.322
O -1.360 -1.633 0.133 -0.001
H 2.852 -0.376 1.054 0.055
H 3.204 0.582 -0.500 0.053
H -0.487 -2.044 0.179 0.101
H -1.906 1.691 -0.335 0.106
H -1.768 0.772 1.251 0.116
H -1.470 -0.453 -1.599 0.145
```

Properties
LUMO energy: 0.92 eV
SMILES: C=C=C1C[C@@H]1O
Orbital gap: 10.25 eV
Max |F|: 0.33 eV/A

***

# 5
Formula: C6H16NO
Source: the Open Molecules 2025 dataset
Level of theory: ωB97M-V/def2-TZVPD

```
24
Properties=species:S:1:pos:R:3:lowdin_charge:R:1
C 0.603 -0.429 1.830 -0.128
C 1.749 0.059 0.989 -0.180
C 1.986 -0.485 -0.438 -0.181
C -1.089 -0.451 -2.879 -0.094
C -0.122 -0.874 -1.822 -0.196
C 0.959 -0.177 -1.491 -0.128
N -0.747 -0.156 1.194 0.186
H 0.591 -1.478 2.129 0.134
H 0.616 0.112 2.782 0.134
H 1.762 1.137 0.867 0.123
H 2.658 -0.165 1.539 0.124
H 2.938 -0.089 -0.796 0.120
H 2.128 -1.569 -0.369 0.121
H -0.714 -0.738 -3.864 0.091
H -2.039 -0.947 -2.825 0.065
H -1.306 0.608 -2.919 0.077
H -0.171 -1.937 -1.577 0.119
H 0.951 0.848 -1.841 0.122
H -1.278 0.601 1.643 0.103
H -1.326 -0.991 1.327 0.167
H -0.677 -0.103 0.158 0.121
H -3.020 2.260 1.532 0.069
H -2.272 2.729 2.825 0.070
O -2.178 2.235 2.003 -0.041
```

Properties
LUMO energy: -3.04 eV
Orbital gap: 10.11 eV
Charge: +1
Max |F|: 1.91 eV/A